Entry 1:
C24H28N10O3ReS3 as an isolated structure, computed with wB97M-V/def2-TZVPD.

Summary:
frontier orbital gap (spin up / spin down)	6.5 / 5.4	eV
relative energy (zero: lowest compared OMol25 entry of this formula, charge and spin)	0.0	kJ/mol
total energy	-81011.0460	eV
charge	+2
multiplicity	4
LUMO (spin up / spin down)	-6.11 / -7.22	eV

Geometry as XYZ:
```
69
C24H28N10O3ReS3, DFT wB97M-V/def2-TZVPD
Re -0.449 -0.511 0.642
C 3.557 1.454 4.593
C 3.116 0.014 4.789
N 1.704 -0.172 4.440
C 1.266 -0.323 3.194
S -0.478 -0.249 2.969
N 2.128 -0.581 2.233
N 1.562 -0.621 0.976
C 2.378 -0.627 -0.040
C 3.849 -0.511 0.096
C 1.734 -0.672 -1.366
C 2.439 -0.696 -2.559
C 1.731 -0.728 -3.755
C 0.349 -0.720 -3.726
C -0.297 -0.689 -2.500
N 0.378 -0.676 -1.353
H 4.608 1.568 4.852
H 2.981 2.128 5.226
H 3.424 1.758 3.555
H 3.227 -0.307 5.824
H 3.698 -0.669 4.172
H 1.012 0.023 5.146
H 4.175 -0.786 1.093
H 4.114 0.537 -0.076
H 4.366 -1.120 -0.642
H 3.517 -0.685 -2.565
H 2.264 -0.752 -4.695
H -0.236 -0.728 -4.634
H -1.374 -0.675 -2.415
C -3.928 -4.014 -0.711
N -2.734 -3.908 0.133
C -2.324 -4.922 0.938
C -1.216 -4.831 1.704
C -0.464 -3.619 1.660
N -0.880 -2.620 0.866
C -2.006 -2.755 0.079
O -2.310 -1.804 -0.638
N 0.649 -3.481 2.366
H -4.465 -4.914 -0.429
H -3.635 -4.065 -1.757
H -4.556 -3.141 -0.550
H -2.940 -5.810 0.923
H -0.908 -5.655 2.326
H 0.953 -4.224 2.973
H 1.192 -2.627 2.370
N -1.155 4.340 -5.550
C -0.814 3.975 -4.294
C -1.503 4.500 -3.184
C -1.154 4.132 -1.907
C -0.124 3.213 -1.698
C 0.569 2.690 -2.786
C 0.232 3.058 -4.068
S 0.304 2.759 -0.082
O -0.059 3.814 0.818
O 1.612 2.163 -0.090
N -0.686 1.482 0.299
C -1.947 1.603 0.795
S -2.919 2.888 1.318
C -4.083 1.711 1.861
C -3.664 0.446 1.627
N -2.440 0.389 1.004
H -1.805 5.092 -5.698
H -0.572 4.091 -6.329
H -2.294 5.221 -3.339
H -1.656 4.583 -1.063
H 1.404 2.020 -2.618
H 0.791 2.671 -4.908
H -5.011 2.029 2.301
H -4.197 -0.459 1.865
```

=====

Entry 2:
A 6-piece molecular cluster, C34H31BBrF5N2O22S overall in a non-equilibrium geometry, computed with wB97M-V/def2-TZVPD.

Summary:
frontier orbital gap	8.1	eV
total energy	-178928.5003	eV
structure (SMILES)	NB(O)c1c(N=C=S)cc(O)c2c1C(=O)c1cc(Br)cc(COCOCCO)c1C2=O.O=C1OC[C@@H](F)O1.O=C1OC[C@@H](F)O1.O=C1OC[C@@H](F)O1.O=C1OC[C@@H](F)O1.O=C1OC[C@@H](F)O1
multiplicity	1
LUMO	-1.19	eV

Geometry as XYZ:
```
97
C34H31BBrF5N2O22S, DFT wB97M-V/def2-TZVPD
N 1.057 -3.480 2.079
B 1.534 -2.842 0.842
O 1.629 -3.575 -0.328
C 1.991 -1.308 0.881
C 3.275 -1.015 1.348
N 4.132 -2.091 1.798
C 4.806 -2.590 0.915
S 5.525 -3.425 -0.213
C 3.751 0.292 1.393
C 2.900 1.321 0.954
O 3.437 2.590 1.011
C 1.579 1.060 0.498
C 1.137 -0.291 0.473
C -0.251 -0.558 0.024
O -0.898 -1.514 0.376
C -0.900 0.458 -0.891
C -1.928 -0.036 -1.692
C -2.624 0.850 -2.527
Br -4.064 0.290 -3.715
C -2.264 2.203 -2.533
C -1.226 2.691 -1.739
C -0.964 4.191 -1.827
O -1.973 4.995 -1.222
C -2.312 4.568 0.059
O -3.434 3.706 0.030
C -3.363 2.668 0.982
C -4.312 1.551 0.487
O -3.829 0.329 1.049
C -0.511 1.813 -0.886
C 0.623 2.192 0.066
O 0.755 3.296 0.522
H 1.823 -3.647 2.723
H 0.315 -2.958 2.528
H 0.746 -3.877 -0.574
H 4.752 0.510 1.750
H 4.144 2.650 0.360
H -2.198 -1.080 -1.662
H -2.840 2.850 -3.188
H -0.972 4.458 -2.891
H 0.031 4.462 -1.465
H -1.491 4.082 0.603
H -2.584 5.469 0.631
H -3.706 2.970 1.982
H -2.372 2.202 1.041
H -4.194 1.521 -0.602
H -5.343 1.708 0.818
H -4.100 -0.387 0.466
O -3.569 -2.633 -2.118
C -4.682 -2.656 -1.711
O -5.240 -1.676 -0.956
C -6.629 -2.001 -0.787
C -6.626 -3.491 -1.006
F -7.776 -3.918 -1.575
O -5.560 -3.664 -1.932
H -7.218 -1.474 -1.539
H -6.984 -1.723 0.199
H -6.426 -4.080 -0.109
O -8.956 -1.801 1.536
C -8.692 -0.885 2.244
O -9.426 -0.512 3.317
C -8.714 0.534 3.987
C -7.848 1.082 2.882
F -6.668 1.544 3.356
O -7.612 -0.067 2.081
H -8.122 0.109 4.799
H -9.398 1.274 4.395
H -8.323 1.856 2.276
O 5.539 0.530 -2.092
C 5.858 -0.239 -2.937
O 5.392 -0.218 -4.209
C 6.111 -1.210 -4.948
C 6.570 -2.141 -3.856
F 7.763 -2.711 -4.153
O 6.739 -1.266 -2.754
H 6.950 -0.742 -5.467
H 5.468 -1.696 -5.678
H 5.851 -2.921 -3.595
O 7.746 -5.946 6.576
C 7.104 -5.606 5.644
O 7.486 -5.753 4.348
C 6.387 -5.352 3.527
C 5.617 -4.443 4.450
F 4.283 -4.496 4.207
O 5.878 -5.006 5.722
H 5.809 -6.231 3.238
H 6.734 -4.846 2.628
H 5.945 -3.401 4.438
O 5.166 6.709 -3.394
C 4.377 5.929 -2.984
O 4.160 5.668 -1.667
C 3.039 4.781 -1.588
C 3.058 4.131 -2.938
F 1.799 3.792 -3.297
O 3.565 5.159 -3.770
H 2.133 5.360 -1.403
H 3.150 4.062 -0.788
H 3.696 3.247 -3.020
```

=====

Entry 3:
The molecule CH3IOS in a non-equilibrium geometry, computed with wB97M-V/def2-TZVPD.

Summary:
frontier orbital gap	9.5	eV
relative energy (zero: lowest compared OMol25 entry of this formula, charge and spin)	92.3	kJ/mol
total energy	-22067.1226	eV
structure (SMILES)	SOCI
multiplicity	1
LUMO	-0.11	eV

Geometry as XYZ:
```
7
CH3IOS, DFT wB97M-V/def2-TZVPD
S -1.818 -0.666 0.169
O -0.656 0.665 0.096
C 0.561 0.218 -0.430
I 2.277 0.507 0.924
H -1.751 -0.697 1.476
H 0.648 -0.785 -0.738
H 0.737 0.758 -1.497
```

=====

Entry 4:
C16H8N5O2PdS2 as an isolated structure in a non-equilibrium geometry, computed with wB97M-V/def2-TZVPD.

Summary:
frontier orbital gap (spin up / spin down)	4.7 / 4.7	eV
relative energy (zero: lowest compared OMol25 entry of this formula, charge and spin)	0.0	kJ/mol
total energy	-53408.2232	eV
charge	+1
multiplicity	1
LUMO (spin up / spin down)	-7.46 / -7.46	eV

Geometry as XYZ:
```
34
C16H8N5O2PdS2, DFT wB97M-V/def2-TZVPD
Pd -0.507 0.054 -0.305
O -1.114 1.463 3.618
C -0.956 1.268 2.447
N -0.871 0.057 1.780
C -0.949 -1.152 2.455
O -1.090 -1.332 3.631
C -0.826 -2.315 1.499
C -0.821 -3.613 1.973
C -0.688 -4.649 1.060
C -0.576 -4.353 -0.292
C -0.604 -3.029 -0.689
N -0.726 -2.040 0.201
C -0.819 2.428 1.484
C -0.781 3.725 1.963
C -0.631 4.758 1.050
C -0.541 4.464 -0.303
C -0.607 3.142 -0.706
N -0.739 2.155 0.185
H -0.920 -3.776 3.037
H -0.678 -5.676 1.399
H -0.470 -5.134 -1.031
H -0.546 -2.756 -1.734
H -0.868 3.885 3.028
H -0.589 5.783 1.394
H -0.424 5.244 -1.041
H -0.574 2.870 -1.751
S -0.091 0.108 -2.694
C 1.516 -0.024 -2.252
S 1.955 0.012 -0.660
C 2.565 -0.198 -3.242
C 2.957 -1.513 -3.547
N 3.225 -2.616 -3.753
C 3.156 0.916 -3.860
N 3.633 1.848 -4.342
```

=====

Entry 5:
A 7-piece molecular cluster, C24H54F8N7O16S8 overall in a non-equilibrium geometry, computed with wB97M-V/def2-TZVPD.

Summary:
frontier orbital gap	6.4	eV
relative energy (zero: lowest compared OMol25 entry of this formula, charge and spin)	587.1	kJ/mol
total energy	-177364.3143	eV
charge	-1
multiplicity	1
LUMO	0.48	eV

Geometry as XYZ:
```
117
C24H54F8N7O16S8, DFT wB97M-V/def2-TZVPD
C 6.273 -2.856 -1.812
C 6.232 -1.639 -0.846
C 4.966 -1.560 0.010
N 5.103 -0.894 1.425
C 5.993 -1.770 2.444
C 5.712 0.588 1.344
C 4.678 1.443 1.929
C 3.756 0.676 2.708
C 3.667 -0.661 1.933
H 6.054 -3.842 -1.403
H 7.216 -2.880 -2.358
H 5.419 -2.874 -2.489
H 6.419 -0.862 -1.587
H 7.113 -1.606 -0.206
H 4.596 -2.571 0.179
H 4.249 -1.021 -0.610
H 7.059 -1.667 2.246
H 5.888 -2.853 2.516
H 5.795 -1.317 3.415
H 6.733 0.646 1.722
H 5.726 0.628 0.254
H 5.031 2.124 2.703
H 4.088 1.975 1.182
H 4.292 0.387 3.613
H 2.754 1.021 2.963
H 3.173 -1.482 2.452
H 2.991 -0.512 1.091
C 2.068 0.538 -3.582
C 1.347 -0.679 -4.306
C -0.102 -1.006 -3.682
N -1.229 -0.205 -4.421
C -1.035 1.352 -4.458
C -2.533 -0.369 -3.618
C -3.740 -0.306 -4.763
C -2.927 -0.568 -6.017
C -1.455 -0.872 -5.775
H 1.724 0.658 -2.555
H 1.805 1.476 -4.071
H 3.152 0.459 -3.668
H 1.989 -1.558 -4.259
H 1.256 -0.606 -5.389
H -0.025 -0.701 -2.638
H -0.167 -2.080 -3.853
H -2.010 1.700 -4.799
H -0.309 1.437 -5.267
H -0.709 1.765 -3.503
H -2.737 0.501 -2.994
H -2.534 -1.374 -3.197
H -4.318 0.609 -4.636
H -4.494 -0.992 -4.377
H -3.136 0.258 -6.697
H -3.345 -1.392 -6.594
H -0.746 -0.420 -6.469
H -1.146 -1.917 -5.794
C -0.839 4.500 0.607
C -2.044 4.323 1.393
C -2.368 5.469 2.443
N -3.490 5.255 3.479
C -4.818 5.168 2.580
C -3.275 6.377 4.556
C -3.909 5.836 5.797
C -3.628 4.438 5.707
C -3.155 4.050 4.306
H 0.033 4.186 1.181
H -0.607 5.519 0.295
H -0.732 3.782 -0.207
H -2.029 3.343 1.870
H -2.829 4.305 0.637
H -2.524 6.379 1.863
H -1.449 5.668 2.995
H -5.793 5.511 2.926
H -4.914 4.097 2.396
H -4.763 5.923 1.796
H -3.751 7.293 4.206
H -2.200 6.495 4.687
H -4.986 5.975 5.701
H -3.740 6.221 6.802
H -4.414 3.761 6.041
H -2.746 4.277 6.327
H -3.762 3.214 3.960
H -2.122 3.722 4.417
N -5.817 -0.061 0.046
S -4.988 1.289 -0.154
O -5.734 2.375 0.361
O -4.348 1.695 -1.417
F -3.706 1.079 0.863
S -6.268 -0.257 -1.577
O -5.633 -1.448 -2.140
O -6.723 0.760 -2.466
F -7.692 -0.887 -1.028
N 4.521 -4.494 3.857
S 2.858 -4.299 3.601
O 2.131 -3.224 4.270
O 2.099 -5.511 3.272
F 3.009 -3.771 2.105
S 4.722 -3.841 5.160
O 4.142 -4.489 6.373
O 4.799 -2.345 5.139
F 6.274 -4.331 5.280
N -1.895 -7.204 -1.697
S -2.503 -8.044 -3.074
O -1.518 -8.584 -4.091
O -3.831 -7.551 -3.525
F -2.855 -9.400 -2.338
S -0.890 -6.290 -2.539
O -1.429 -5.193 -3.358
O 0.438 -6.845 -2.794
F -0.576 -5.436 -1.218
N 0.589 -0.883 0.257
S -0.101 -2.424 -0.124
O -1.514 -2.484 -0.597
O 0.482 -3.596 0.535
F 0.715 -2.621 -1.536
S -0.664 -0.161 0.469
O -1.535 -0.443 1.588
O -1.420 0.330 -0.654
F 0.093 1.171 0.957
```

=====

Entry 6:
C6H6BrNO as an isolated structure in a non-equilibrium geometry, computed with wB97M-V/def2-TZVPD.

Summary:
frontier orbital gap	8.5	eV
relative energy (zero: lowest compared OMol25 entry of this formula, charge and spin)	364.9	kJ/mol
total energy	-79894.5548	eV
multiplicity	1
LUMO	-0.63	eV

Geometry as XYZ:
```
15
C6H6BrNO, DFT wB97M-V/def2-TZVPD
C 1.375 -0.715 -1.214
C 1.512 0.504 -0.546
C 0.180 -1.399 -1.203
C 0.489 1.054 0.227
C -0.865 -0.840 -0.524
C -0.765 0.379 0.200
N -1.846 0.846 0.859
O -1.605 0.380 2.545
Br -0.096 -0.435 2.824
H 2.133 -1.011 -1.887
H 2.521 0.816 -0.624
H 0.044 -2.326 -1.803
H 0.636 2.081 0.514
H -1.727 -1.273 -0.311
H -1.986 1.938 0.943
```

=====

Entry 7:
C12H36O6 as an isolated structure in a non-equilibrium geometry, computed with wB97M-V/def2-TZVPD.

Summary:
frontier orbital gap	9.3	eV
relative energy (zero: lowest compared OMol25 entry of this formula, charge and spin)	1042.0	kJ/mol
total energy	-25302.4015	eV
multiplicity	1
LUMO	0.45	eV

Geometry as XYZ:
```
54
C12H36O6, DFT wB97M-V/def2-TZVPD
C 2.781 -1.553 -2.050
C 2.712 -1.907 -0.565
O 1.685 -2.789 -0.381
H 3.535 -0.780 -2.194
H 1.831 -1.189 -2.441
H 3.032 -2.389 -2.702
H 2.551 -1.057 0.099
H 3.694 -2.287 -0.285
H 0.897 -2.244 -0.445
C 1.208 0.994 0.190
C -0.198 0.307 0.179
O -0.248 -0.486 -0.982
H 1.573 1.346 -0.775
H 2.066 0.403 0.509
H 1.140 1.893 0.803
H -1.045 0.992 0.180
H -0.377 -0.284 1.077
H -1.094 -0.357 -1.417
C 3.841 1.843 0.532
C 4.198 1.531 -0.866
O 5.173 2.345 -1.262
H 3.218 1.085 1.006
H 3.165 2.695 0.453
H 4.656 2.122 1.199
H 3.388 1.639 -1.586
H 4.487 0.483 -0.782
H 5.619 1.961 -2.021
C -0.548 0.759 3.354
C -1.472 -0.469 3.286
O -0.921 -1.399 2.402
H -1.123 1.665 3.547
H 0.002 0.914 2.425
H 0.225 0.627 4.111
H -2.407 -0.195 2.796
H -1.812 -0.819 4.261
H -0.122 -1.669 2.861
C -2.767 0.343 0.091
C -2.780 1.775 -0.561
O -3.634 2.521 0.289
H -3.696 -0.163 -0.170
H -2.546 0.436 1.154
H -1.974 -0.098 -0.515
H -3.319 1.810 -1.507
H -1.917 2.430 -0.676
H -4.469 2.700 -0.150
C -3.533 -2.035 -0.489
C -3.260 -1.607 -1.945
O -1.977 -1.008 -1.839
H -2.989 -2.924 -0.170
H -4.589 -2.303 -0.467
H -3.403 -1.142 0.123
H -3.856 -0.853 -2.459
H -3.175 -2.466 -2.611
H -1.427 -1.145 -2.613
```

=====

Entry 8:
The molecule C6H8N2 in a non-equilibrium geometry, computed with wB97M-V/def2-TZVPD.

Summary:
frontier orbital gap	9.6	eV
relative energy (zero: lowest compared OMol25 entry of this formula, charge and spin)	670.4	kJ/mol
total energy	-9324.7598	eV
structure (SMILES)	N#C[C@H]1CC[C@@H]2CN21
multiplicity	1
LUMO	0.84	eV

Geometry as XYZ:
```
16
C6H8N2, DFT wB97M-V/def2-TZVPD
N -3.139 -0.664 0.599
C -2.327 -0.310 -0.106
C -0.936 0.205 -0.790
C -0.254 1.339 -0.325
C 0.901 0.936 0.610
C 0.618 -0.617 0.723
C 0.925 -1.790 -0.306
N 0.035 -0.820 -0.629
H -1.336 0.530 -1.735
H 0.483 1.780 -1.278
H -1.025 2.186 0.110
H 1.169 1.245 1.543
H 1.964 1.348 0.333
H 0.104 -0.760 1.637
H 1.976 -1.970 -0.692
H 0.841 -2.639 0.306
```

=====

Entry 9:
CaH12N2O12 as an isolated structure in a non-equilibrium geometry, computed with wB97M-V/def2-TZVPD.

Summary:
frontier orbital gap	1.9	eV
relative energy (zero: lowest compared OMol25 entry of this formula, charge and spin)	1102.1	kJ/mol
total energy	-46168.9557	eV
multiplicity	1
LUMO	-5.20	eV

Geometry as XYZ:
```
27
CaH12N2O12, DFT wB97M-V/def2-TZVPD
Ca -3.476 0.971 -4.189
N 0.183 0.593 -0.584
O 1.306 1.142 -0.403
O -0.234 -0.310 0.054
O -0.621 1.119 -1.324
N 2.590 -3.516 -2.992
O 3.706 -3.785 -2.574
O 1.650 -3.966 -2.367
O 2.453 -2.996 -4.076
O -2.918 -2.564 -2.756
H -3.388 -3.363 -2.993
H -2.100 -2.873 -2.367
O 2.519 4.486 3.336
H 2.632 5.348 2.935
H 2.315 3.906 2.602
O 6.404 0.490 1.069
H 5.766 0.820 0.437
H 7.000 1.225 1.216
O -4.200 -2.841 1.931
H -4.825 -2.248 2.349
H -3.399 -2.323 1.845
O 0.957 0.396 4.359
H 1.329 0.185 3.503
H 0.016 0.262 4.251
O -5.085 3.032 -1.355
H -5.496 3.884 -1.502
H -5.086 2.927 -0.403
```